14
Properties=species:S:1:pos:R:3:nbo_charge:R:1 method="wB97M-V/def2-TZVPD" homo_ev=-9.271 homo_lumo_gap_ev=9.51 total_energy_ev=-79869.6069 relative_energy_kcal_mol=76.9
C 1.677 -1.152 0.591 0.20
C -0.306 1.262 0.106 -0.18
C 0.601 -1.326 -0.327 0.03
C -0.658 -0.039 0.658 -0.25
N 2.582 -1.114 1.300 -0.30
O -1.544 2.054 0.149 -0.71
O 0.766 -0.863 -1.590 -0.66
Br -2.417 -0.600 -0.004 0.03
H 0.124 1.281 -0.862 0.20
H 0.398 1.776 0.697 0.19
H 0.052 -2.286 -0.108 0.23
H -0.384 -0.337 1.725 0.24
H -1.187 2.931 -0.189 0.47
H 0.296 -1.586 -2.147 0.50

108
Properties=species:S:1:pos:R:3:lowdin_charge:R:1 method="wB97M-V/def2-TZVPD" homo_ev="-10.269 / -10.186" homo_lumo_gap_ev="5.85 / 5.66" total_charge=+1 total_energy_ev=-64351.2915 relative_energy_kcal_mol=24.5
Bi 0.361 -0.038 -0.266 2.02
C -1.887 -0.846 6.904 -0.03
C -1.585 -2.189 6.223 -0.55
C -0.756 -3.045 7.185 -0.06
C -2.898 -2.935 5.944 -0.04
C -0.853 -1.909 4.919 -0.15
C -1.491 -1.275 3.883 0.05
C -0.816 -0.972 2.678 -0.18
N -1.374 -0.499 1.554 0.05
C -2.623 -0.153 1.310 -0.18
C -3.607 0.278 2.247 0.03
C -4.930 0.255 1.929 -0.14
C -5.301 -0.320 0.673 0.06
C -4.423 -0.632 -0.316 -0.07
C -3.019 -0.335 -0.101 -0.27
O -2.178 -0.285 -1.021 -0.15
C -4.865 -1.340 -1.591 -0.53
C -6.383 -1.307 -1.785 -0.05
C -4.221 -0.747 -2.851 -0.04
C -4.423 -2.803 -1.407 -0.02
C -6.041 0.749 2.832 -0.55
C -6.868 1.788 2.060 -0.03
C -5.519 1.395 4.117 -0.05
C -6.944 -0.431 3.222 -0.03
C 0.572 -1.349 2.538 -0.27
O 1.263 -0.977 1.509 -0.25
C 1.180 -2.123 3.561 -0.08
C 0.481 -2.320 4.727 0.06
C 2.558 -2.731 3.326 -0.53
C 3.604 -1.626 3.126 -0.03
C 3.000 -3.620 4.493 -0.06
C 2.482 -3.611 2.067 -0.03
H -2.421 -1.013 7.837 0.09
H -0.962 -0.320 7.127 0.09
H -2.501 -0.212 6.269 0.07
H -1.324 -3.224 8.095 0.09
H -0.517 -4.011 6.744 0.09
H 0.166 -2.543 7.470 0.09
H -3.390 -3.168 6.885 0.09
H -3.586 -2.342 5.349 0.07
H -2.704 -3.867 5.418 0.09
H -2.544 -1.060 3.946 0.09
H -3.264 0.677 3.187 0.11
H -6.348 -0.488 0.500 0.10
H -6.747 -0.284 -1.837 0.10
H -6.639 -1.810 -2.715 0.09
H -6.899 -1.835 -0.988 0.08
H -4.398 0.326 -2.898 0.09
H -3.152 -0.920 -2.864 0.06
H -4.652 -1.206 -3.737 0.09
H -4.998 -3.270 -0.610 0.09
H -4.583 -3.364 -2.323 0.10
H -3.372 -2.860 -1.140 0.06
H -6.241 2.628 1.768 0.09
H -7.311 1.362 1.164 0.08
H -7.672 2.164 2.688 0.09
H -4.842 2.218 3.903 0.09
H -6.358 1.794 4.681 0.09
H -5.013 0.667 4.748 0.08
H -7.406 -0.898 2.357 0.08
H -6.377 -1.192 3.752 0.09
H -7.738 -0.080 3.875 0.09
H 0.972 -2.842 5.528 0.09
H 3.642 -0.982 4.001 0.09
H 4.588 -2.065 2.983 0.09
H 3.363 -1.030 2.252 0.06
H 3.131 -3.046 5.407 0.09
H 2.283 -4.419 4.671 0.09
H 3.956 -4.079 4.252 0.09
H 2.227 -3.020 1.193 0.06
H 3.442 -4.090 1.894 0.09
H 1.729 -4.387 2.195 0.09
N 0.558 1.920 1.267 -0.06
C 1.591 2.857 0.821 -0.23
C 2.975 2.219 0.888 -0.08
C 3.311 1.369 -0.339 -0.64
O 4.304 1.572 -0.995 0.09
O 2.502 0.386 -0.610 -0.28
H -0.349 2.374 1.303 0.10
H 0.783 1.544 2.184 0.10
H 1.580 3.763 1.437 0.12
H 1.353 3.135 -0.208 0.10
H 3.044 1.565 1.760 0.12
H 3.741 2.990 0.972 0.13
N -0.859 1.697 -2.848 -0.01
C -0.753 2.242 -4.072 -0.08
C 0.509 2.786 -4.162 -0.04
C 1.104 2.511 -2.926 -0.13
N 0.262 1.857 -2.142 -0.10
H -1.627 1.171 -2.454 0.11
H -1.557 2.213 -4.778 0.12
H 0.939 3.304 -4.992 0.10
H 2.091 2.762 -2.590 0.11
C 4.111 -3.028 -3.332 0.00
C 2.779 -2.871 -2.705 -0.27
C 1.602 -3.589 -2.872 0.04
C 0.655 -2.969 -2.056 -0.33
N 1.233 -1.947 -1.423 -0.10
N 2.506 -1.903 -1.821 0.06
C -0.777 -3.290 -1.850 -0.02
H 4.104 -3.860 -4.030 0.09
H 4.874 -3.207 -2.577 0.09
H 4.379 -2.117 -3.866 0.09
H 1.453 -4.443 -3.500 0.11
H 3.067 -1.125 -1.471 0.14
H -1.051 -4.194 -2.386 0.09
H -1.398 -2.467 -2.202 0.06
H -0.975 -3.423 -0.788 0.09

25
Properties=species:S:1:pos:R:3:nbo_charge:R:1 method="wB97M-V/def2-TZVPD" homo_ev=-12.674 smiles="CNP[N@H+](N=C(N)N)NC(N)=O" homo_lumo_gap_ev=9.88 total_charge=+1 total_energy_ev=-25081.2419 relative_energy_kcal_mol=2.6
C 2.677 -1.924 -1.463 -0.43
N 2.782 -1.004 -0.336 -0.92
P 1.833 -1.008 1.035 1.02
N 0.108 0.031 0.449 -0.28
N 0.381 1.253 0.881 -0.48
C -0.388 2.271 0.777 0.62
N 0.042 3.465 1.306 -0.81
N -1.503 2.361 0.068 -0.80
N -1.098 -0.614 0.721 -0.53
C -1.945 -0.943 -0.356 0.77
N -3.015 -1.715 -0.040 -0.81
O -1.619 -0.608 -1.497 -0.66
H 2.456 -1.481 -2.408 0.22
H 3.613 -2.504 -1.483 0.22
H 1.894 -2.688 -1.352 0.21
H 3.660 -0.502 -0.273 0.42
H 1.193 -2.182 0.545 -0.09
H 0.111 -0.126 -0.597 0.43
H 0.476 3.648 2.243 0.43
H -0.470 4.332 1.099 0.39
H -1.641 1.548 -0.578 0.40
H -1.576 3.230 -0.454 0.41
H -1.399 -0.664 1.751 0.42
H -3.285 -2.063 0.862 0.42
H -3.287 -2.115 -0.898 0.42

12
Properties=species:S:1:pos:R:3:nbo_charge:R:1 method="wB97M-V/def2-TZVPD" homo_ev="-14.761 / -14.855" homo_lumo_gap_ev="7.89 / 7.34" total_charge=+1 total_energy_ev=-17465.1427 relative_energy_kcal_mol=115.2
C -1.031 -0.848 -0.014 0.45
C 1.937 0.820 -1.711 -0.67
N -0.178 -0.770 -1.002 -0.70
N -0.474 -0.541 1.117 -0.18
N -2.304 -1.153 -0.226 -0.78
S 1.362 -0.204 -0.196 0.76
H 2.936 1.209 -1.661 0.27
H 1.227 1.553 -1.837 0.24
H 1.867 0.026 -2.540 0.26
H -0.555 -1.248 -1.816 0.44
H -2.738 -1.722 -0.950 0.44
H -3.007 -0.952 0.626 0.46

19
Properties=species:S:1:pos:R:3:nbo_charge:R:1 method="wB97M-V/def2-TZVPD" homo_ev=-9.677 smiles="COC(=O)c1ccc(N)nc1" homo_lumo_gap_ev=10.04 total_energy_ev=-14463.0670 relative_energy_kcal_mol=32.1
C -3.168 2.006 0.841 -0.28
O -2.066 1.462 0.038 -0.52
C -1.493 0.381 0.698 0.78
O -1.999 -0.230 1.640 -0.59
C -0.168 -0.061 0.142 -0.23
C 0.360 -1.274 0.489 -0.11
C 1.547 -1.700 -0.042 -0.28
C 2.181 -0.740 -0.861 0.37
N 3.460 -1.105 -1.451 -0.85
N 1.761 0.448 -1.164 -0.42
C 0.505 0.762 -0.762 0.09
H -2.710 2.123 1.897 0.20
H -3.580 2.960 0.435 0.21
H -4.116 1.286 0.907 0.20
H -0.176 -2.037 1.031 0.24
H 1.944 -2.708 0.029 0.23
H 3.436 -1.911 -2.154 0.38
H 4.049 -1.466 -0.681 0.36
H 0.235 1.803 -1.032 0.22

7
Properties=species:S:1:pos:R:3:nbo_charge:R:1 method="wB97M-V/def2-TZVPD" homo_ev=-1.772 smiles=[O-]SO[SiH3] homo_lumo_gap_ev=5.78 total_charge=-1 total_energy_ev=-22856.2852 relative_energy_kcal_mol=20.1
O 2.206 0.477 -0.305 -1.04
S 1.499 1.585 0.369 0.68
O -0.032 0.776 0.815 -1.16
Si -0.810 -0.283 0.015 1.24
H 0.054 -1.554 -0.174 -0.26
H -1.957 -0.621 0.849 -0.24
H -0.960 -0.380 -1.568 -0.23

127
Properties=species:S:1:pos:R:3:lowdin_charge:R:1 method="wB97M-V/def2-TZVPD" homo_ev=-2.613 homo_lumo_gap_ev=3.94 total_charge=-1 total_energy_ev=-103948.3815 relative_energy_kcal_mol=0.0
C 4.415 2.986 0.073 -0.13
C 3.913 2.413 -1.256 -0.75
Cl 4.586 3.279 -2.696 0.52
C 2.418 2.186 -1.332 -0.36
C 1.417 3.383 -1.367 -0.73
S 2.092 5.038 -1.185 0.63
P 0.341 3.195 -0.032 0.29
O 0.820 3.300 1.363 -0.35
O -0.881 4.251 -0.233 -0.21
O -0.426 1.756 -0.230 -0.19
H 5.149 3.770 -0.103 0.06
H 3.602 3.441 0.630 0.05
H 4.899 2.219 0.670 0.05
H 4.363 1.427 -1.352 0.08
H 2.237 1.569 -2.216 0.08
H 2.206 1.523 -0.484 0.09
H 2.252 5.244 0.137 -0.14
H -1.003 4.291 -1.187 0.05
H -1.285 1.845 0.186 0.05
C 0.923 8.625 -0.346 -0.01
C 2.233 8.524 0.392 -0.55
O 3.079 7.711 0.089 0.01
N 2.422 9.385 1.442 0.00
C 1.511 10.397 1.934 -0.09
H 0.921 7.877 -1.135 0.06
H 0.088 8.426 0.327 0.08
H 0.796 9.616 -0.785 0.08
H 3.309 9.267 1.905 0.13
H 1.972 11.387 1.880 0.08
H 1.248 10.200 2.977 0.08
H 0.599 10.409 1.344 0.05
C -1.285 -2.727 -3.247 -0.03
C -0.508 -1.651 -2.516 -0.55
O 0.603 -1.308 -2.880 0.04
N -1.106 -1.083 -1.434 0.02
C -2.407 -1.393 -0.887 -0.09
H -0.687 -3.078 -4.079 0.07
H -1.496 -3.569 -2.584 0.08
H -2.222 -2.337 -3.639 0.07
H -0.564 -0.362 -0.971 0.11
H -3.044 -0.505 -0.897 0.08
H -2.315 -1.730 0.149 0.08
H -2.892 -2.173 -1.464 0.06
C -3.397 8.592 0.247 -0.01
C -2.829 9.841 0.878 -0.55
O -1.924 10.469 0.358 0.03
N -3.360 10.243 2.067 0.00
C -4.423 9.619 2.829 -0.08
H -2.865 8.410 -0.681 0.09
H -3.262 7.730 0.902 0.09
H -4.459 8.714 0.030 0.08
H -2.934 11.078 2.435 0.13
H -5.257 10.313 2.958 0.08
H -4.062 9.330 3.818 0.08
H -4.784 8.732 2.321 0.07
C -1.480 -2.132 -7.617 0.00
C -2.005 -3.389 -6.966 -0.55
O -2.656 -3.357 -5.931 0.01
N -1.729 -4.570 -7.571 0.01
C -0.993 -4.830 -8.795 -0.08
H -1.783 -1.283 -7.012 0.08
H -0.392 -2.151 -7.673 0.09
H -1.887 -2.017 -8.622 0.08
H -2.100 -5.367 -7.080 0.12
H -1.647 -5.343 -9.496 0.05
H -0.141 -5.477 -8.580 0.09
H -0.629 -3.912 -9.245 0.07
C 4.404 1.329 4.700 -0.01
C 5.594 1.211 3.775 -0.55
O 5.904 2.106 3.013 0.04
N 6.307 0.049 3.822 0.00
C 6.074 -1.113 4.662 -0.09
H 3.946 2.299 4.535 0.08
H 3.669 0.554 4.486 0.09
H 4.714 1.249 5.744 0.08
H 7.082 0.032 3.178 0.13
H 6.949 -1.300 5.286 0.07
H 5.899 -1.993 4.039 0.08
H 5.219 -0.967 5.307 0.05
C -5.121 -8.429 -9.772 -0.01
C -4.305 -7.351 -9.106 -0.53
O -3.178 -7.057 -9.483 0.02
N -4.862 -6.697 -8.054 0.02
C -6.167 -6.885 -7.447 -0.08
H -4.533 -8.851 -10.581 0.08
H -5.360 -9.221 -9.060 0.09
H -6.045 -8.019 -10.176 0.06
H -4.266 -5.984 -7.662 0.12
H -6.732 -5.953 -7.507 0.08
H -6.044 -7.152 -6.395 0.08
H -6.730 -7.664 -7.949 0.05
C 6.716 -2.110 9.406 -0.02
C 6.354 -2.820 8.124 -0.54
O 5.517 -2.379 7.353 0.03
N 6.997 -3.988 7.844 0.01
C 8.012 -4.661 8.630 -0.08
H 6.129 -1.205 9.481 0.06
H 6.500 -2.735 10.272 0.08
H 7.772 -1.839 9.417 0.09
H 6.708 -4.410 6.976 0.14
H 8.934 -4.761 8.055 0.08
H 7.675 -5.660 8.912 0.08
H 8.225 -4.099 9.532 0.07
C 5.742 0.226 14.048 -0.01
C 5.464 0.161 12.563 -0.54
O 6.276 -0.289 11.773 0.03
N 4.264 0.627 12.131 0.01
C 3.183 1.193 12.914 -0.08
H 6.733 -0.181 14.225 0.08
H 5.715 1.256 14.403 0.08
H 5.013 -0.363 14.607 0.08
H 4.140 0.557 11.133 0.14
H 2.274 0.601 12.789 0.08
H 2.974 2.213 12.589 0.08
H 3.442 1.211 13.967 0.07
C -10.193 -9.068 -10.248 -0.01
C -9.391 -7.977 -9.578 -0.54
O -8.267 -7.679 -9.951 0.02
N -9.965 -7.328 -8.533 0.01
C -11.276 -7.542 -7.951 -0.07
H -9.597 -9.480 -11.055 0.08
H -10.431 -9.864 -9.542 0.08
H -11.120 -8.669 -10.662 0.08
H -9.380 -6.611 -8.134 0.13
H -11.872 -6.631 -8.016 0.08
H -11.184 -7.816 -6.899 0.08
H -11.799 -8.336 -8.471 0.07

17
Properties=species:S:1:pos:R:3:nbo_charge:R:1 method="wB97M-V/def2-TZVPD" homo_ev=-13.424 smiles="C[C@]1([NH3+])C=COC1" homo_lumo_gap_ev=9.74 total_charge=+1 total_energy_ev=-8875.4797 relative_energy_kcal_mol=71.5
C -1.235 0.027 1.206 -0.65
C -0.272 -0.021 -0.003 0.09
N -1.117 0.082 -1.252 -0.72
C 0.640 -1.246 0.051 -0.41
C 1.912 -0.900 0.013 0.22
O 2.191 0.409 -0.121 -0.47
C 1.107 1.246 0.065 -0.03
H -1.299 1.189 1.354 0.23
H -0.818 -0.440 2.074 0.26
H -2.280 -0.441 0.932 0.22
H -0.464 0.187 -2.061 0.46
H -1.768 0.866 -1.098 0.46
H -1.494 -0.887 -1.211 0.46
H 0.249 -2.216 -0.160 0.24
H 2.808 -1.493 0.048 0.24
H 0.942 1.777 -0.862 0.18
H 0.899 1.860 1.027 0.23

21
Properties=species:S:1:pos:R:3:nbo_charge:R:1 method="wB97M-V/def2-TZVPD" homo_ev=-13.109 smiles="O=[NH+]N(O)[C@H]1CC=CCC1" homo_lumo_gap_ev=7.73 total_charge=+1 total_energy_ev=-13462.7859 relative_energy_kcal_mol=169.4
O 3.940 -0.063 0.438 -0.30
N 2.754 -0.145 0.642 0.23
N 1.798 0.015 -0.153 0.21
O 2.138 0.313 -1.446 -0.44
C 0.418 0.007 0.344 -0.07
C -0.292 1.400 -0.142 -0.43
C -1.722 1.344 0.103 -0.23
C -2.407 0.223 0.074 -0.13
C -1.878 -1.183 -0.080 -0.45
C -0.351 -1.205 -0.275 -0.45
H 2.355 -0.250 1.622 0.40
H 3.068 0.369 -1.488 0.52
H 0.455 -0.078 1.484 0.24
H 0.127 1.630 -1.142 0.25
H -0.042 2.200 0.598 0.24
H -2.219 2.234 0.381 0.23
H -3.417 0.242 0.331 0.22
H -2.271 -1.850 0.719 0.24
H -2.330 -1.615 -1.026 0.25
H -0.147 -2.095 0.345 0.24
H 0.023 -1.493 -1.329 0.25

78
Properties=species:S:1:pos:R:3:mulliken_spin:R:1 method="wB97M-V/def2-TZVPD" homo_ev="-7.951 / -7.956" homo_lumo_gap_ev="7.88 / 7.89" total_energy_ev=-117574.9857 relative_energy_kcal_mol=9.9 s2=9.332 multiplicity=6
C 1.702 -3.491 -6.777 0.00
C 2.735 -4.562 -6.595 0.00
H 2.073 -2.718 -7.465 0.00
H 1.413 -3.032 -5.821 0.00
H 0.793 -3.934 -7.218 0.00
C 3.539 -4.986 -7.579 0.00
C 3.558 -4.434 -8.962 0.00
H 4.199 -5.837 -7.421 0.00
H 3.609 -3.338 -8.983 0.00
H 2.683 -4.750 -9.546 0.00
H 4.450 -4.823 -9.465 0.00
Dy 0.308 -1.121 -1.296 4.98
Cl -1.785 -1.763 -0.035 0.00
Cl -0.078 -2.682 -3.274 0.01
C 1.000 -3.514 0.808 0.00
O 1.390 -2.412 0.334 0.00
N 1.803 -4.310 1.506 0.00
C 3.167 -3.879 1.792 0.00
C 1.513 -5.733 1.620 0.00
H -0.034 -3.858 0.668 0.00
H 3.157 -2.850 2.163 0.00
H 3.820 -3.935 0.906 0.00
H 3.567 -4.540 2.561 0.00
H 0.424 -5.856 1.670 0.00
H 1.979 -6.126 2.528 0.00
H 1.889 -6.307 0.754 0.00
H 1.126 3.109 -3.691 0.00
H 2.165 0.319 -4.121 0.00
C 2.152 3.193 -3.298 0.00
C 3.031 0.937 -3.823 0.00
N 2.628 1.907 -2.805 0.00
H 2.152 3.925 -2.476 0.00
C 2.224 1.467 -1.607 0.00
O 2.242 0.250 -1.273 0.02
H 3.825 0.301 -3.415 0.00
H 1.804 2.224 -0.914 0.00
H 2.813 3.521 -4.105 0.00
H 3.395 1.508 -4.682 0.00
O 3.042 -4.062 -4.289 0.00
C 2.811 -5.145 -5.193 0.00
C 5.159 -6.187 -5.178 0.00
C 3.777 -6.324 -5.051 0.00
H 5.577 -5.200 -5.402 0.00
C 5.978 -7.320 -5.073 0.00
H 1.792 -5.500 -4.970 0.00
C 3.210 -7.595 -4.877 0.00
H 7.059 -7.200 -5.149 0.00
C 5.415 -8.579 -4.867 0.00
C 4.030 -8.719 -4.797 0.00
H 2.118 -7.675 -4.858 0.00
H 6.052 -9.458 -4.776 0.00
H 3.574 -9.700 -4.672 0.00
Si 3.769 -3.907 -2.785 0.00
Cl -0.539 0.886 -2.746 0.00
C 5.599 -3.671 -3.017 0.00
C 3.455 -5.408 -1.712 0.00
C 3.029 -2.379 -2.085 0.00
H 6.102 -4.595 -3.325 0.00
H 6.035 -3.339 -2.064 0.00
H 5.782 -2.896 -3.773 0.00
H 3.128 -1.516 -2.746 -0.01
H 3.420 -2.119 -1.098 0.00
H 1.960 -2.660 -2.029 0.00
H 3.834 -6.315 -2.203 0.00
H 2.386 -5.547 -1.506 0.00
H 3.987 -5.311 -0.754 0.00
S 0.314 0.797 1.280 0.00
C -1.086 1.660 1.602 0.00
N -1.150 2.962 1.138 0.00
C -2.174 3.821 1.415 0.00
C -3.251 3.374 2.156 0.00
C -3.239 2.061 2.653 0.00
C -2.178 1.216 2.367 0.00
H -0.368 3.270 0.571 0.00
H -2.057 4.829 1.015 0.00
H -4.091 4.044 2.331 0.00
H -4.072 1.705 3.263 0.00
H -2.133 0.184 2.707 0.00

48
Properties=species:S:1:pos:R:3:nbo_charge:R:1 method="wB97M-V/def2-TZVPD" homo_ev=-8.043 homo_lumo_gap_ev=8.10 total_energy_ev=-36330.2689 relative_energy_kcal_mol=43.2
C -2.209 4.903 -0.468 -0.25
O -1.786 3.558 -0.419 -0.51
C -0.500 3.243 -0.109 0.34
C -0.294 1.889 0.153 -0.27
C 0.958 1.373 0.473 -0.07
C 1.185 -0.041 0.726 -0.18
C 0.579 -1.091 0.141 0.07
N -0.311 -0.862 -0.929 -0.62
C -1.484 -1.423 -1.315 0.70
C -2.140 -0.666 -2.446 -0.71
O -1.978 -2.424 -0.827 -0.63
C 1.068 -2.456 0.564 0.65
O 2.167 -2.550 1.081 -0.61
N 0.218 -3.477 0.336 -0.63
C 0.396 -4.832 0.614 0.26
C 1.574 -5.372 1.119 -0.30
C 1.651 -6.735 1.349 -0.17
C 0.583 -7.569 1.087 -0.30
C -0.597 -7.030 0.582 0.33
O -1.639 -7.871 0.330 -0.67
C -0.687 -5.668 0.346 -0.36
C 2.033 2.261 0.566 -0.20
C 1.852 3.598 0.294 -0.21
C 0.604 4.101 -0.057 0.18
O 0.483 5.453 -0.393 -0.51
C 0.898 6.393 0.481 0.80
C 0.719 7.762 -0.117 -0.72
O 1.318 6.157 1.578 -0.57
H -3.286 4.857 -0.626 0.20
H -2.007 5.420 0.473 0.18
H -1.743 5.444 -1.295 0.19
H -1.173 1.264 0.162 0.23
H 1.968 -0.281 1.433 0.25
H -0.113 0.029 -1.373 0.41
H -2.388 0.345 -2.128 0.23
H -1.469 -0.608 -3.300 0.23
H -3.051 -1.181 -2.739 0.25
H -0.709 -3.241 -0.030 0.43
H 2.411 -4.729 1.329 0.25
H 2.566 -7.153 1.741 0.21
H 0.636 -8.631 1.264 0.22
H -2.388 -7.365 -0.007 0.48
H -1.602 -5.242 -0.047 0.21
H 3.010 1.892 0.833 0.22
H 2.684 4.282 0.349 0.23
H -0.339 8.018 -0.108 0.24
H 1.064 7.768 -1.147 0.24
H 1.267 8.489 0.474 0.24